Run A
The following is a quantum chemistry calculation of a cluster of 2 separate species, C2H5ClO3S in total, from the OMol25 dataset.

Geometry (Å):
Cl1 2.6020 1.0777 0.4746
S1 1.3270 -0.4744 -0.1103
O1 1.4994 -1.5597 0.8076
O2 1.5374 -0.6530 -1.5183
O3 -0.3485 1.4951 -0.7183
C1 -0.3383 0.4320 0.0378
C2 -1.5283 -0.4162 -0.1582
H1 -0.0879 0.3679 2.3077
H2 -2.3469 -0.1387 0.4863
H3 0.5709 1.9197 -0.5631
H4 -1.2084 -1.4498 0.1426
H5 -1.6784 -0.6007 -1.1883

Output
LUMO (spin up / spin down) = -0.618 / -0.743 eV
HOMO-LUMO gap (spin up / spin down) = 0.3584 / 0.3066 Eh
Total charge = 0

Atom charges from the Mulliken analysis, given in e for atoms 1 to 4: -0.213, 0.877, -0.454, -0.464

---

Run B
The following is a quantum chemistry calculation of the molecule C2H5ClO3S, from the OMol25 dataset.

Geometry (Å):
Cl1 -3.6717 0.7254 -0.5050
S1 -2.1398 -0.3887 0.3004
O1 -2.0653 -0.0085 1.6863
O2 -2.4317 -1.7483 -0.0546
O3 -0.6702 1.7970 0.2893
C1 -0.6273 0.3052 -0.4695
C2 0.5575 -0.5305 0.0676
H1 1.5086 -0.4123 -0.4627
H2 0.7728 -0.4217 1.0542
H3 0.2228 -1.5391 0.1216
H4 -0.5934 0.6553 -1.4779
H5 -1.2341 1.6003 1.1101

Output
LUMO = 0.009 eV
SMILES = C[C@H](O)S(=O)(=O)Cl
HOMO-LUMO gap = 0.4098 Eh
Total charge = 0

Atom charges from the Mulliken analysis, given in e for atoms 1 to 4: -0.179, 0.982, -0.572, -0.505

---

The most stable arrangement is run B, and the next structure is 2.926 eV less stable.

---

Run A
The following is a quantum chemistry calculation of a cluster of 2 separate species, C4H6NO in total, from the OMol25 dataset.

Geometry (Å):
O1 -3.3149 -0.1045 0.3507
N1 0.7314 -0.3931 0.3843
C1 -2.8233 0.8580 0.0484
C2 1.1131 -1.5591 -0.4779
C3 2.1132 -0.7728 -0.1371
C4 0.0243 0.7527 -0.0943
H1 -2.6296 1.9040 0.1816
H2 0.2338 1.4914 0.6217
H3 0.2903 0.8764 -1.1993
H4 0.5818 -2.3084 -0.9317
H5 2.9741 -0.2148 -0.1204
H6 0.7058 -0.5299 1.3739

Output
LUMO (spin up / spin down) = -5.109 / -4.416 eV
HOMO-LUMO gap (spin up / spin down) = 0.2371 / 0.2925 Eh
Total charge = +1

Atom charges from the Mulliken analysis, given in e for atoms 1 to 4: -0.123, -0.066, 0.252, -0.217

---

Run B
The following is a quantum chemistry calculation of a structure of composition C4H6NO, from the OMol25 dataset.

Geometry (Å):
O1 -0.3528 1.4036 -0.2686
N1 -1.6938 -0.4839 -0.4234
C1 -0.5886 -0.5006 0.5380
C2 0.3965 0.5290 0.0599
C3 -1.5609 0.6205 0.5406
C4 1.8010 0.4359 0.0176
H1 1.8426 -0.3555 -0.6818
H2 -1.4026 -0.5761 -1.4766
H3 -0.3939 -1.3780 1.1187
H4 2.3133 1.3991 -0.1936
H5 -2.5244 -1.1690 -0.2037
H6 2.1635 0.0751 0.9729

Output
LUMO = -4.659 eV
HOMO-LUMO gap = 0.3685 Eh
Total charge = +1

Atom charges from the Mulliken analysis, given in e for atoms 1 to 4: -0.192, -0.147, 0.164, 0.619

---

The most stable arrangement is run B, and the next structure is 2.023 eV less stable.

---

Run A
The following is a quantum chemistry calculation of the molecule C6H13N, from the OMol25 dataset.

Geometry (Å):
N1 1.5727 2.0618 -0.2026
C1 -1.1025 -0.5361 0.6332
C2 -1.6615 -0.0807 1.7610
C3 -0.9055 0.4009 -0.5372
C4 -0.8206 -2.0152 0.5474
C5 1.5339 0.6111 -0.4911
C6 0.3994 0.0958 -1.3687
H1 0.0099 -2.2236 -0.1294
H2 2.5549 0.3502 -0.8182
H3 -1.8447 0.3153 -1.0933
H4 -1.5878 0.9930 1.9686
H5 -0.5887 -2.4372 1.5263
H6 -1.6807 -2.5589 0.1576
H7 -0.6657 1.3990 -0.1998
H8 0.2658 0.3815 -2.4175
H9 1.6919 2.5388 -1.0956
H10 0.6773 -0.9440 -1.6042
H11 1.4652 0.0493 0.4520
H12 2.4687 2.2406 0.2264
H13 -1.7823 -0.6416 2.6851

Output
LUMO = 1.037 eV
SMILES = C=C(C)CCCN
HOMO-LUMO gap = 0.3686 Eh
Total charge = 0

Atom charges from the Mulliken analysis, given in e for atoms 1 to 4: -0.619, 0.678, -0.966, -0.642

---

Run B
The following is a quantum chemistry calculation of the molecule C6H13N, from the OMol25 dataset.

Geometry (Å):
N1 -2.6338 0.8762 0.1297
C1 1.1632 -0.1608 0.9122
C2 -0.3424 1.4154 -0.5066
C3 1.1744 -1.1388 0.0134
C4 -1.5589 0.5531 -0.8184
C5 0.4125 1.1528 0.7788
C6 2.0384 -2.3772 0.0985
H1 -0.6526 2.4676 -0.4928
H2 -3.3230 1.4516 -0.3322
H3 2.9187 -2.2733 -0.5315
H4 -3.1579 0.0449 0.3929
H5 0.3468 1.5012 -1.3565
H6 -0.3393 1.0944 1.5811
H7 0.8508 -0.8507 -0.9831
H8 1.4645 -0.3080 1.9494
H9 1.4704 -3.2209 -0.3019
H10 2.2754 -2.5500 1.1455
H11 -1.8330 0.8257 -1.8457
H12 1.0467 2.0000 1.0472
H13 -1.3209 -0.5034 -0.8799

Output
LUMO = 1.100 eV
SMILES = C/C=C/CCCN
HOMO-LUMO gap = 0.3725 Eh
Total charge = 0

Atom charges from the Mulliken analysis, given in e for atoms 1 to 4: -0.589, -0.330, -0.955, 0.029

---

The most stable arrangement is run B, and the next structure is 0.460 eV less stable.

---

Run A
The following is a quantum chemistry calculation of a structure of composition C6H13N, from the OMol25 dataset.

Geometry (Å):
N1 0.9210 0.6826 0.4391
C1 -1.1411 -0.0521 -0.5574
C2 0.3542 -0.2736 -0.1769
C3 -1.4732 1.4514 -0.4631
C4 -1.9851 -0.8268 0.4807
C5 2.2626 0.4277 0.9250
C6 1.0458 -1.3147 -0.8977
H1 -1.2407 1.7212 0.5660
H2 -0.8017 2.0055 -1.1132
H3 0.7570 -2.3564 -0.8687
H4 -2.2331 -1.8437 0.1763
H5 -2.5187 1.6522 -0.6784
H6 2.6293 1.1956 1.6022
H7 -1.2586 -0.3540 -1.5914
H8 0.7430 -1.3579 0.4187
H9 -1.4229 -0.8696 1.4150
H10 1.8403 -1.0856 -1.6022
H11 2.3463 -0.5470 1.4380
H12 2.9945 0.3238 0.1169
H13 -2.9015 -0.2813 0.7050

Output
LUMO = 0.417 eV
HOMO-LUMO gap = 0.3173 Eh
Total charge = 0

Atom charges from the Mulliken analysis, given in e for atoms 1 to 4: -0.390, 0.832, 0.174, -1.551

---

Run B
The following is a quantum chemistry calculation of a cluster of 2 separate species, C6H13N in total, from the OMol25 dataset.

Geometry (Å):
N1 -0.6904 0.1450 -1.2648
C1 0.7606 0.1408 -1.2787
C2 -2.1633 -0.1241 1.9785
C3 -1.2864 1.1822 -1.6718
C4 1.3183 -0.0791 0.1268
C5 -2.3822 -1.1989 1.2289
C6 2.8404 -0.1981 0.1240
H1 -2.3775 1.2102 -1.6635
H2 -2.6008 -0.0108 2.9681
H3 -1.9365 -1.2851 0.2401
H4 -3.0122 -2.0149 1.5762
H5 3.1697 -1.0438 -0.4915
H6 3.3095 0.7081 -0.2778
H7 0.8625 -0.9813 0.5518
H8 1.0757 -0.6907 -1.9226
H9 3.2268 -0.3523 1.1365
H10 -0.7623 2.0747 -2.0456
H11 1.0083 0.7562 0.7685
H12 1.1741 1.0709 -1.7084
H13 -1.5342 0.6911 1.6251

Output
LUMO = 1.162 eV
SMILES = C=NCCC.C=C
HOMO-LUMO gap = 0.4027 Eh
Total charge = 0

Atom charges from the Mulliken analysis, given in e for atoms 1 to 4: -0.189, -0.716, -0.398, -0.380

---

Run C
The following is a quantum chemistry calculation of the molecule C6H13N, from the OMol25 dataset.

Geometry (Å):
N1 -0.4308 0.0846 1.4823
C1 -0.9490 -0.4795 -0.8448
C2 0.6631 1.3980 -0.2662
C3 0.1108 0.0249 0.1388
C4 1.2687 -1.0726 0.0932
C5 2.3451 -1.0828 0.8924
C6 -2.2381 0.4345 -0.8969
H1 0.2809 0.3836 2.1431
H2 1.2035 -1.8602 -0.6581
H3 3.0914 -1.8697 0.8196
H4 -2.1139 1.4136 -0.4297
H5 -0.0442 2.2055 -0.0493
H6 -2.5237 0.5900 -1.9420
H7 -1.2818 -1.4928 -0.5893
H8 0.8845 1.4370 -1.3383
H9 1.5897 1.6351 0.2684
H10 -0.7533 -0.8350 1.7740
H11 2.5012 -0.3270 1.6569
H12 -0.5357 -0.5154 -1.8591
H13 -3.0684 -0.0716 -0.3949

Output
LUMO = 1.015 eV
SMILES = C=C[C@](C)(N)CC
HOMO-LUMO gap = 0.3678 Eh
Total charge = 0

Atom charges from the Mulliken analysis, given in e for atoms 1 to 4: -0.627, -1.012, -1.491, 1.279

---

The most stable arrangement is run C, and the next structure is 0.842 eV less stable.